[1]
Here is 3 unconnected molecules or ions with the total composition C2H11NO3 in a non-equilibrium geometry from the Open Molecules 2025 dataset. Energies are from ωB97M-V/def2-TZVPD.

Output
- molecular weight (g mol⁻¹) = 97.1
- strongest force on any atom (eV Å⁻¹) = 2.10
- HOMO level (eV) = -9.6
- electronic energy (Ha) = -363.230253
- SMILES string = NCCO.O.O
- ΔE to the lowest compared entry with this formula, charge and spin (kcal/mol) = 27.7

Each line ends with the Löwdin charge.
Cartesian coordinates (Å):
N1 2.509 -1.846 0.644  -0.02
C1 1.263 -2.592 0.328  -0.26
C2 -0.067 -2.028 0.762  -0.25
O1 -0.841 -1.410 -0.266  -0.09
H1 3.244 -2.500 0.865  0.05
H2 2.403 -1.276 1.480  0.05
H3 1.317 -2.641 -0.765  0.11
H4 1.336 -3.600 0.747  0.10
H5 -0.785 -2.732 1.164  0.12
H6 0.104 -1.243 1.512  0.11
H7 -0.389 -0.766 -0.829  0.09
O2 -3.217 4.139 -4.677  -0.06
H8 -3.832 3.842 -3.991  0.04
H9 -2.554 4.658 -4.246  0.02
O3 0.634 2.617 3.272  -0.07
H10 1.484 2.231 3.555  0.04
H11 0.303 2.009 2.600  0.02

---

[2]
Here is a molecular structure, F2NO4S2Sn in a non-equilibrium geometry from the Open Molecules 2025 dataset. Energies are from ωB97M-V/def2-TZVPD.

Output
- molecular weight (g mol⁻¹) = 298.8
- strongest force on any atom (eV Å⁻¹) = 8.84
- total charge = +1
- HOMO level (eV) = -13.1
- electronic energy (Ha) = -1565.603717
- ΔE to the lowest compared entry with this formula, charge and spin (kcal/mol) = 105.1

Each line ends with the Löwdin charge.
Cartesian coordinates (Å):
Sn1 -28.620 18.211 14.587  1.79
N1 -33.539 19.449 15.581  -0.22
S1 -34.003 18.138 16.212  0.46
O1 -33.051 17.049 16.289  -0.29
O2 -35.409 17.835 16.187  -0.22
F1 -33.865 18.702 17.717  -0.20
S2 -32.832 18.848 14.199  0.59
O3 -33.648 18.092 13.289  -0.20
O4 -31.379 18.580 14.144  -0.51
F2 -32.868 20.300 13.529  -0.18

---

[3]
Here is a single C6H10O molecule from the Open Molecules 2025 dataset. Energies are from ωB97M-V/def2-TZVPD.

Output
- molecular weight (g mol⁻¹) = 98.1
- strongest force on any atom (eV Å⁻¹) = 0.48
- HOMO level (eV) = -9.8
- electronic energy (Ha) = -309.816447
- SMILES string = O=CCCC1CC1
- ΔE to the lowest compared entry with this formula, charge and spin (kcal/mol) = 16.3

Each line ends with the Löwdin charge.
Cartesian coordinates (Å):
O1 2.180 -1.132 1.975  0.05
C1 2.476 -0.847 0.839  -0.26
C2 1.592 -0.071 -0.106  -0.16
C3 0.304 0.446 0.531  -0.18
C4 -0.797 0.661 -0.483  -0.32
C5 -1.647 -0.513 -0.885  -0.13
C6 -2.232 0.593 -0.051  -0.13
H1 3.446 -1.184 0.412  0.12
H2 2.193 0.737 -0.549  0.12
H3 1.364 -0.749 -0.941  0.13
H4 0.510 1.374 1.077  0.12
H5 -0.031 -0.279 1.284  0.12
H6 -0.570 1.378 -1.271  0.14
H7 -1.965 -0.605 -1.920  0.10
H8 -1.444 -1.461 -0.392  0.10
H9 -2.948 1.264 -0.518  0.10
H10 -2.431 0.388 0.998  0.10